Record 1
12 unconnected molecules or ions with the total composition C46H94N2O26S6, computed with ωB97M-V with the def2-TZVPD basis set.

Geometry (Å):
O 13.667 -12.153 16.905
S 15.160 -12.219 16.932
O 15.935 -11.502 15.927
C 15.765 -12.284 18.760
C 16.121 -13.838 18.989
C 16.547 -14.371 17.670
C 15.652 -14.010 16.608
H 14.989 -12.040 19.486
H 16.501 -11.537 19.058
H 16.893 -14.126 19.702
H 15.252 -14.360 19.389
H 16.679 -15.452 17.622
H 17.492 -13.891 17.414
H 14.717 -14.468 16.931
H 15.872 -14.054 15.541
O 10.881 -4.060 14.185
S 12.031 -3.162 13.874
O 11.824 -1.718 14.244
C 13.686 -3.816 14.554
C 14.652 -3.431 13.357
C 13.953 -3.776 12.001
C 12.527 -3.368 12.153
H 13.588 -4.888 14.723
H 13.752 -3.289 15.506
H 15.042 -2.414 13.380
H 15.651 -3.841 13.506
H 13.957 -4.843 11.777
H 14.162 -3.111 11.163
H 11.984 -4.264 11.850
H 12.048 -2.576 11.577
O 12.458 -4.140 21.772
S 11.894 -4.182 23.123
O 11.006 -5.276 23.523
C 13.327 -3.809 24.364
C 12.533 -3.039 25.438
C 11.797 -1.872 24.653
C 11.135 -2.508 23.442
H 14.171 -3.276 23.926
H 13.643 -4.834 24.563
H 11.727 -3.642 25.856
H 13.097 -2.575 26.248
H 12.603 -1.215 24.326
H 11.048 -1.404 25.292
H 11.478 -2.036 22.521
H 10.055 -2.628 23.356
O 16.871 -8.666 23.138
S 15.797 -7.696 23.494
O 15.771 -6.328 22.982
C 14.109 -8.437 23.682
C 13.538 -8.012 25.060
C 14.695 -7.555 25.972
C 16.126 -7.505 25.301
H 14.288 -9.511 23.732
H 13.539 -8.234 22.776
H 12.864 -7.175 24.875
H 12.912 -8.682 25.650
H 14.808 -8.364 26.694
H 14.335 -6.639 26.442
H 16.545 -8.462 25.612
H 16.835 -6.682 25.390
O 12.841 -9.051 19.885
S 13.857 -8.534 18.964
O 14.755 -9.357 18.142
C 13.176 -7.141 18.004
C 14.451 -6.157 17.944
C 14.933 -6.057 19.311
C 14.978 -7.480 19.944
H 12.490 -6.664 18.703
H 12.766 -7.500 17.060
H 15.204 -6.536 17.254
H 14.211 -5.187 17.507
H 14.267 -5.561 20.018
H 15.897 -5.604 19.539
H 14.638 -7.610 20.972
H 15.978 -7.914 19.977
O 8.025 -10.677 16.084
S 9.449 -10.668 15.906
O 10.062 -10.649 14.565
C 10.092 -9.436 17.127
C 10.040 -10.155 18.456
C 10.610 -11.564 18.158
C 10.046 -12.072 16.901
H 9.501 -8.559 16.862
H 11.143 -9.388 16.840
H 10.692 -9.564 19.100
H 9.061 -10.296 18.912
H 10.290 -12.203 18.981
H 11.690 -11.701 18.204
H 9.314 -12.854 17.105
H 10.764 -12.401 16.149
C 18.128 -8.726 17.669
C 19.252 -9.576 18.185
O 20.527 -9.180 17.571
C 21.249 -8.122 18.025
O 20.955 -7.358 18.899
O 22.388 -8.242 17.266
C 23.402 -7.264 17.532
H 18.284 -7.660 17.503
H 17.202 -8.865 18.227
H 17.914 -9.093 16.665
H 19.190 -10.659 18.075
H 19.290 -9.463 19.269
H 24.218 -7.479 16.841
H 23.902 -7.223 18.500
H 23.179 -6.200 17.450
C 8.800 -6.877 20.323
C 9.881 -7.461 21.258
O 9.591 -8.821 21.458
C 8.917 -9.273 22.379
O 8.494 -8.572 23.372
O 9.119 -10.589 22.299
C 8.658 -11.490 23.305
H 9.023 -7.359 19.371
H 8.987 -5.811 20.196
H 7.731 -7.026 20.478
H 10.028 -7.012 22.240
H 10.795 -7.361 20.672
H 7.801 -11.032 23.799
H 9.454 -11.772 23.993
H 8.221 -12.437 22.989
C 15.398 -7.264 13.093
C 14.243 -8.081 13.617
O 13.152 -7.566 12.832
C 11.907 -7.613 13.501
O 11.756 -7.896 14.674
O 10.925 -7.291 12.686
C 9.650 -7.070 13.105
H 16.310 -7.490 13.645
H 15.092 -6.218 13.090
H 15.469 -7.563 12.047
H 14.033 -7.663 14.601
H 14.379 -9.162 13.643
H 9.379 -6.107 12.673
H 9.436 -7.191 14.167
H 9.076 -7.741 12.466
C 13.288 -2.215 18.665
C 11.907 -1.995 19.406
O 10.921 -1.420 18.531
C 9.634 -1.307 19.062
O 9.214 -1.820 20.052
O 8.801 -0.793 18.139
C 7.547 -0.620 18.507
H 13.368 -2.952 17.866
H 13.971 -2.733 19.339
H 13.853 -1.423 18.173
H 12.147 -1.247 20.162
H 11.471 -2.858 19.908
H 6.885 -1.479 18.392
H 7.138 0.301 18.092
H 7.343 -0.485 19.569
C 12.230 -11.516 22.126
N 12.957 -12.605 22.770
C 14.286 -12.523 22.880
C 15.012 -13.665 23.501
O 14.934 -11.574 22.349
H 12.113 -10.711 22.852
H 11.320 -11.800 21.598
H 12.842 -10.978 21.402
H 12.378 -13.340 23.151
H 15.097 -14.505 22.811
H 14.720 -14.005 24.495
H 16.018 -13.249 23.534
C 17.870 -4.017 16.010
N 17.741 -2.639 15.783
C 16.812 -1.875 16.323
C 16.774 -0.447 16.075
O 15.998 -2.359 17.128
H 18.773 -4.191 16.594
H 17.898 -4.645 15.119
H 17.068 -4.394 16.644
H 18.554 -2.230 15.346
H 16.779 -0.246 15.004
H 17.756 -0.005 16.240
H 15.994 0.123 16.579

Results
Gap between HOMO and LUMO in eV: 9.5
HOMO in eV: -9.2271
Structure (SMILES): O=S1(=O)CCCC1.O=S1(=O)CCCC1.O=S1(=O)CCCC1.O=S1(=O)CCCC1.O=S1(=O)CCCC1.O=S1(=O)CCCC1.CCOC(=O)OC.CCOC(=O)OC.CCOC(=O)OC.CCOC(=O)OC.CNC(C)=O.CNC(C)=O

Record 2
4 unconnected molecules or ions with the total composition C46H95BrClFIN4O9, computed with ωB97M-V with the def2-TZVPD basis set.

Geometry (Å):
C 1.791 -4.111 2.148
C 0.228 -3.950 1.701
C 0.241 -3.410 0.198
I 1.176 -5.036 -0.859
C -1.122 -2.730 -0.383
C -1.697 -3.582 -1.651
C -1.303 -3.059 -3.094
C 0.055 -3.477 -3.774
C 1.317 -2.542 -3.436
C -0.166 -3.318 -5.378
C -0.460 -1.821 -5.840
C 0.713 -1.204 -6.762
C 1.481 -0.138 -6.217
C 3.082 -0.245 -6.207
C 0.848 1.173 -5.550
C -2.225 -2.544 0.751
N -2.326 -1.236 1.448
C -1.585 -0.017 0.824
C -0.220 -0.093 1.611
C 1.192 0.484 1.383
C 1.506 2.058 1.604
Cl 2.189 -0.095 -0.083
C -2.432 1.169 1.498
Br -4.314 1.502 0.974
C -1.760 2.612 1.638
C -1.379 2.899 3.194
C -1.641 -0.294 -0.733
C -0.847 0.686 -1.721
C -1.023 2.234 -1.665
F 0.218 2.952 -1.445
C -3.059 -0.476 -1.430
C -3.769 0.697 -2.205
C -3.596 0.643 -3.801
O -3.863 -0.374 -4.449
O -3.173 1.804 -4.474
O -0.747 -1.456 -0.899
H 1.959 -3.688 3.192
H 2.490 -3.537 1.455
H 2.090 -5.204 2.077
H -0.237 -3.269 2.478
H -0.218 -4.996 1.766
H 1.025 -2.572 0.203
H -1.631 -4.703 -1.503
H -2.844 -3.426 -1.653
H -2.117 -3.486 -3.792
H -1.423 -1.929 -3.246
H 0.289 -4.593 -3.661
H 2.174 -3.117 -2.934
H 1.777 -2.047 -4.343
H 1.057 -1.709 -2.689
H 0.836 -3.634 -5.842
H -0.936 -4.061 -5.776
H -0.603 -1.072 -5.004
H -1.371 -1.871 -6.539
H 0.943 -1.600 -7.800
H 3.579 0.712 -5.837
H 3.495 -0.597 -7.203
H 3.363 -1.046 -5.433
H -0.111 1.509 -6.060
H 1.595 2.018 -5.471
H 0.596 0.868 -4.467
H -3.240 -2.683 0.222
H -2.306 -3.377 1.528
H -2.008 -1.376 2.434
H -3.337 -1.028 1.573
H -0.505 0.228 2.685
H 0.004 -1.213 1.780
H 1.837 0.038 2.238
H 2.655 2.093 1.566
H 1.169 2.713 0.753
H 1.245 2.413 2.643
H -2.548 0.836 2.599
H -0.942 2.865 0.911
H -2.558 3.415 1.441
H -1.169 1.953 3.777
H -0.499 3.611 3.186
H -2.238 3.471 3.688
H 0.281 0.483 -1.776
H -1.158 0.331 -2.773
H -1.870 2.642 -1.010
H -1.330 2.588 -2.715
H -3.122 -1.354 -2.165
H -3.808 -0.784 -0.612
H -3.639 1.747 -1.789
H -4.900 0.519 -2.091
H -3.127 1.578 -5.428
C -1.750 1.209 10.422
O -1.586 2.618 10.376
C -0.218 3.019 10.461
C 0.200 3.716 9.170
N 0.268 2.761 8.063
C 0.441 3.392 6.755
C -0.722 4.244 6.229
O -1.895 3.488 5.940
C -2.784 3.343 7.038
H -2.819 0.992 10.419
H -1.298 0.736 9.544
H -1.314 0.797 11.336
H 0.445 2.180 10.693
H -0.146 3.734 11.287
H 1.181 4.179 9.310
H -0.530 4.507 8.963
H -0.588 2.216 8.047
H 0.614 2.582 6.039
H 1.353 3.999 6.769
H -0.401 4.672 5.274
H -0.950 5.097 6.877
H -2.769 4.206 7.708
H -2.557 2.431 7.595
H -3.796 3.235 6.641
C -1.351 -4.841 9.512
O -1.185 -3.432 9.461
C 0.184 -3.033 9.544
C 0.602 -2.342 8.249
N 0.669 -3.301 7.146
C 0.842 -2.671 5.839
C -0.319 -1.824 5.313
O -1.493 -2.578 5.018
C -2.390 -2.725 6.113
H -2.421 -5.056 9.511
H -0.901 -5.319 8.637
H -0.916 -5.250 10.428
H 0.846 -3.872 9.779
H 0.258 -2.315 10.367
H 1.584 -1.880 8.387
H -0.127 -1.551 8.040
H -0.187 -3.846 7.131
H 1.012 -3.480 5.122
H 1.754 -2.064 5.852
H 0.005 -1.398 4.355
H -0.547 -0.971 5.960
H -2.376 -1.863 6.785
H -2.166 -3.638 6.668
H -3.400 -2.830 5.711
C 2.571 1.618 -13.534
O 3.779 1.489 -12.800
C 4.532 2.701 -12.755
C 4.629 3.199 -11.316
N 3.330 3.674 -10.841
C 3.300 3.953 -9.405
C 3.451 2.756 -8.457
O 2.358 1.845 -8.512
C 2.500 0.819 -9.481
H 2.094 0.638 -13.576
H 1.888 2.316 -13.039
H 2.773 1.951 -14.556
H 4.118 3.470 -13.415
H 5.538 2.465 -13.115
H 5.354 4.018 -11.265
H 4.996 2.372 -10.698
H 2.628 2.971 -11.046
H 2.334 4.424 -9.199
H 4.068 4.697 -9.169
H 3.455 3.151 -7.436
H 4.407 2.236 -8.582
H 3.542 0.526 -9.634
H 2.051 1.125 -10.429
H 1.947 -0.055 -9.129

Results
Total charge: +1
Gap between HOMO and LUMO in eV: 6.6
HOMO in eV: -9.0981

Record 3
A molecular structure, C46H98N2O18Si2, computed with ωB97M-V with the def2-TZVPD basis set.

Geometry (Å):
C 2.833 2.188 0.916
C 2.443 2.338 -0.512
O 3.089 2.883 -1.351
O 1.219 1.791 -0.792
C 1.296 0.443 -1.273
C -0.032 0.029 -1.874
C -0.344 -1.428 -1.573
C -1.501 -1.998 -2.399
Si -2.018 -3.680 -1.759
C -3.792 -4.076 -2.154
C -4.742 -2.917 -1.823
C -5.995 -3.329 -1.067
N -7.071 -3.795 -1.939
C -8.267 -2.968 -1.923
C -8.978 -3.116 -0.608
C -9.368 -4.389 -0.160
C -10.011 -4.572 1.072
C -10.268 -3.459 1.884
C -9.894 -2.182 1.457
C -9.263 -2.011 0.216
O -8.889 -0.751 -0.213
O -1.013 -4.815 -2.424
Si 0.293 -5.491 -1.679
C 0.358 -7.296 -2.147
C 0.253 -8.249 -0.963
C 1.557 -8.457 -0.268
O 2.625 -8.212 -0.728
O 1.397 -8.971 0.977
N 1.702 -4.734 -2.274
C 2.892 -5.019 -1.926
C 3.379 -4.995 -0.510
C 3.941 -5.342 -2.937
H 3.186 3.138 1.306
H 1.981 1.864 1.497
H 3.653 1.484 1.019
H 1.556 -0.229 -0.451
H 2.088 0.374 -2.017
H 0.020 0.138 -2.955
H -0.810 0.672 -1.475
H -0.553 -1.552 -0.510
H 0.543 -2.032 -1.777
H -1.181 -2.093 -3.435
H -2.355 -1.323 -2.354
H -1.878 -3.641 -0.279
H -3.822 -4.329 -3.214
H -4.072 -4.983 -1.620
H -5.014 -2.381 -2.725
H -4.228 -2.182 -1.200
H -6.340 -2.496 -0.457
H -5.724 -4.121 -0.369
H -6.742 -3.925 -2.883
H -8.055 -1.912 -2.087
H -8.922 -3.319 -2.718
H -9.149 -5.241 -0.786
H -10.308 -5.557 1.394
H -10.747 -3.587 2.841
H -10.074 -1.320 2.083
H -9.564 -0.131 0.076
H 0.139 -5.371 -0.203
H 1.283 -7.490 -2.682
H -0.451 -7.507 -2.843
H -0.050 -9.240 -1.304
H -0.492 -7.959 -0.226
H 2.032 -9.688 1.100
H 2.574 -4.782 0.182
H 4.111 -4.190 -0.435
H 3.902 -5.912 -0.256
H 4.776 -4.647 -2.853
H 3.531 -5.265 -3.936
H 4.334 -6.334 -2.732
C 6.472 2.332 -0.363
O 6.695 2.699 0.989
C 8.061 2.834 1.337
C 8.509 4.276 1.378
O 8.485 4.884 0.099
C 7.350 5.699 -0.127
H 5.414 2.473 -0.566
H 7.053 2.948 -1.052
H 6.728 1.276 -0.518
H 8.692 2.264 0.647
H 8.181 2.409 2.340
H 9.541 4.308 1.739
H 7.888 4.835 2.086
H 7.425 6.636 0.436
H 6.425 5.187 0.149
H 7.322 5.929 -1.190
C 10.413 4.779 6.107
O 9.314 4.848 5.222
C 8.243 3.970 5.527
C 7.106 4.678 6.224
O 7.471 5.144 7.512
C 7.773 6.525 7.551
H 11.062 5.624 5.885
H 10.095 4.837 7.151
H 10.980 3.853 5.959
H 8.590 3.128 6.133
H 7.877 3.568 4.577
H 6.282 3.969 6.353
H 6.748 5.507 5.604
H 6.856 7.122 7.475
H 8.459 6.813 6.751
H 8.243 6.732 8.511
C 6.413 -2.145 5.684
O 5.970 -1.804 4.384
C 5.318 -0.548 4.313
C 6.224 0.534 3.775
O 7.308 0.808 4.652
C 8.526 0.204 4.258
H 7.075 -3.003 5.585
H 6.960 -1.323 6.152
H 5.569 -2.423 6.324
H 4.934 -0.259 5.297
H 4.465 -0.659 3.636
H 5.648 1.459 3.670
H 6.595 0.257 2.783
H 8.958 0.715 3.391
H 8.391 -0.853 4.018
H 9.217 0.292 5.095
C -9.930 -1.356 -6.578
O -10.152 0.043 -6.562
C -11.505 0.425 -6.371
C -11.821 0.866 -4.954
O -11.727 -0.186 -4.005
C -10.548 -0.185 -3.216
H -8.854 -1.520 -6.526
H -10.410 -1.857 -5.734
H -10.304 -1.791 -7.512
H -12.174 -0.391 -6.660
H -11.691 1.268 -7.044
H -12.856 1.221 -4.929
H -11.173 1.701 -4.669
H -10.587 0.615 -2.468
H -9.649 -0.064 -3.822
H -10.499 -1.142 -2.699
C -4.504 -2.439 -10.255
O -4.772 -1.050 -10.234
C -6.133 -0.731 -9.997
C -6.379 -0.322 -8.564
O -6.151 -1.401 -7.668
C -4.896 -1.326 -7.021
H -3.423 -2.561 -10.226
H -4.944 -2.948 -9.395
H -4.885 -2.897 -11.175
H -6.776 -1.577 -10.259
H -6.390 0.108 -10.650
H -7.425 -0.019 -8.456
H -5.750 0.533 -8.300
H -4.899 -0.547 -6.249
H -4.089 -1.125 -7.729
H -4.718 -2.290 -6.548
C 3.374 7.164 8.780
O 3.571 8.270 7.917
C 3.785 7.905 6.565
C 2.543 8.079 5.721
O 1.509 7.191 6.107
C 0.512 7.791 6.913
H 3.012 7.554 9.729
H 2.638 6.465 8.376
H 4.315 6.631 8.954
H 4.142 6.872 6.501
H 4.569 8.561 6.173
H 2.793 7.856 4.679
H 2.200 9.117 5.773
H -0.130 8.449 6.316
H 0.949 8.364 7.733
H -0.097 6.988 7.325

Results
Gap between HOMO and LUMO in eV: 8.9
HOMO in eV: -8.4683

| no. | total energy (hartree) |
| --- | --- |
| 1 | -6263.713872 |
| 2 | -6136.989608 |
| 3 | -3854.182014 |